7 unconnected molecules or ions with the total composition C25H67BN2O13P2, computed with ωB97M-V/def2-TZVPD.

Each atom is followed by the atoms it is bonded to, with distances in Å.
Cartesian coordinates (Å):
1 N -1.737 0.327 -1.680  P2 1.620, H14 1.039
2 P -1.912 0.611 -0.095  N1 1.620, N3 1.775, H15 1.427, H16 1.439
3 N -3.641 0.916 0.163  P2 1.775, C4 1.474, P10 1.755
4 C -4.260 -0.038 1.103  N3 1.474, O5 1.243, O6 1.432
5 O -4.200 0.014 2.344  C4 1.243
6 O -4.961 -1.131 0.499  C4 1.432, B7 1.461
7 B -4.059 -2.262 0.304  O6 1.461, O8 1.445, O9 1.448
8 O -3.624 -3.102 1.395  B7 1.445, H17 0.990
9 O -3.534 -2.588 -1.006  B7 1.448, H18 0.989
10 P -4.022 2.591 0.522  N3 1.755, O11 1.525, O12 1.721, O13 1.702
11 O -2.821 3.501 0.762  P10 1.525
12 O -4.809 3.207 -0.879  P10 1.721, H19 0.993
13 O -5.119 2.812 1.803  P10 1.702, H20 0.999
14 H -2.688 0.425 -2.084  N1 1.039
15 H -1.055 1.706 0.227  P2 1.427
16 H -1.415 -0.565 0.568  P2 1.439
17 H -3.730 -2.562 2.218  O8 0.990
18 H -3.403 -1.724 -1.470  O9 0.989
19 H -5.400 2.457 -1.155  O12 0.993
20 H -4.704 3.455 2.445  O13 0.999
21 C -5.177 6.222 6.619  C22 1.520, H26 1.094, H27 1.093, H28 1.091
22 C -5.107 4.810 6.061  C21 1.520, O23 1.422, H29 1.093, H30 1.094
23 O -4.131 4.652 5.040  C22 1.422, C24 1.423
24 C -2.783 4.926 5.404  O23 1.423, C25 1.519, H31 1.095, H32 1.093
25 C -2.267 4.045 6.529  C24 1.519, H33 1.092, H34 1.093, H35 1.094
26 H -5.386 6.939 5.820  C21 1.094
27 H -5.966 6.294 7.373  C21 1.093
28 H -4.239 6.522 7.090  C21 1.091
29 H -6.071 4.563 5.610  C22 1.093
30 H -4.942 4.079 6.859  C22 1.094
31 H -2.668 5.987 5.650  C24 1.095
32 H -2.178 4.749 4.511  C24 1.093
33 H -2.833 4.185 7.452  C25 1.092
34 H -1.219 4.272 6.740  C25 1.093
35 H -2.347 2.989 6.253  C25 1.094
36 C -5.686 0.344 -5.984  C37 1.520, H41 1.094, H42 1.093, H43 1.091
37 C -5.258 1.049 -4.709  C36 1.520, O38 1.421, H44 1.093, H45 1.095
38 O -3.848 1.147 -4.560  C37 1.421, C39 1.422
39 C -3.154 1.860 -5.575  O38 1.422, C40 1.519, H46 1.095, H47 1.093
40 C -3.598 3.305 -5.714  C39 1.519, H48 1.092, H49 1.093, H50 1.094
41 H -5.258 -0.662 -6.026  C36 1.094
42 H -6.776 0.265 -6.028  C36 1.093
43 H -5.355 0.877 -6.876  C36 1.091
44 H -5.621 0.477 -3.851  C37 1.093
45 H -5.716 2.041 -4.634  C37 1.095
46 H -3.234 1.329 -6.530  C39 1.095
47 H -2.096 1.840 -5.300  C39 1.093
48 H -4.650 3.386 -5.996  C40 1.092
49 H -3.006 3.812 -6.480  C40 1.093
50 H -3.472 3.836 -4.766  C40 1.094
51 C 0.598 -4.145 -0.335  C52 1.520, H56 1.094, H57 1.093, H58 1.091
52 C 0.503 -3.080 -1.414  C51 1.520, O53 1.423, H59 1.093, H60 1.095
53 O 1.361 -1.967 -1.190  C52 1.423, C54 1.422
54 C 2.754 -2.246 -1.126  O53 1.422, C55 1.518, H61 1.095, H62 1.094
55 C 3.307 -2.870 -2.395  C54 1.518, H63 1.092, H64 1.093, H65 1.094
56 H 0.367 -3.717 0.646  C51 1.094
57 H -0.106 -4.956 -0.539  C51 1.093
58 H 1.598 -4.578 -0.275  C51 1.091
59 H -0.517 -2.688 -1.433  C52 1.093
60 H 0.688 -3.506 -2.406  C52 1.095
61 H 2.974 -2.869 -0.252  C54 1.095
62 H 3.256 -1.289 -0.956  C54 1.094
63 H 2.844 -3.835 -2.612  C55 1.092
64 H 4.385 -3.027 -2.304  C55 1.093
65 H 3.119 -2.218 -3.253  C55 1.094
66 C 0.007 2.112 10.012  C67 1.520, H71 1.094, H72 1.093, H73 1.091
67 C 1.071 2.117 8.926  C66 1.520, O68 1.422, H74 1.093, H75 1.094
68 O 1.347 3.412 8.409  C67 1.422, C69 1.421
69 C 1.825 4.374 9.339  O68 1.421, C70 1.519, H76 1.095, H77 1.094
70 C 3.127 3.974 10.011  C69 1.519, H78 1.092, H79 1.093, H80 1.093
71 H -0.924 2.546 9.636  C66 1.094
72 H -0.190 1.091 10.347  C66 1.093
73 H 0.311 2.695 10.883  C66 1.091
74 H 0.716 1.514 8.086  C67 1.093
75 H 1.993 1.644 9.277  C67 1.094
76 H 1.051 4.599 10.081  C69 1.095
77 H 1.988 5.297 8.775  C69 1.094
78 H 3.021 3.059 10.597  C70 1.092
79 H 3.466 4.766 10.684  C70 1.093
80 H 3.904 3.795 9.263  C70 1.093
81 C 0.259 -2.080 -5.804  C82 1.519, H86 1.094, H87 1.093, H88 1.091
82 C 1.598 -1.674 -6.395  C81 1.519, O83 1.422, H89 1.093, H90 1.095
83 O 2.480 -2.769 -6.604  C82 1.422, C84 1.421
84 C 2.026 -3.785 -7.488  O83 1.421, C85 1.519, H91 1.095, H92 1.094
85 C 1.741 -3.283 -8.894  C84 1.519, H93 1.092, H94 1.093, H95 1.094
86 H 0.404 -2.601 -4.852  C81 1.094
87 H -0.364 -1.198 -5.630  C81 1.093
88 H -0.292 -2.752 -6.464  C81 1.091
89 H 2.099 -0.999 -5.697  C82 1.093
90 H 1.464 -1.113 -7.325  C82 1.095
91 H 1.151 -4.289 -7.065  C84 1.095
92 H 2.821 -4.534 -7.535  C84 1.094
93 H 0.947 -2.534 -8.908  C85 1.092
94 H 1.433 -4.110 -9.537  C85 1.093
95 H 2.634 -2.820 -9.322  C85 1.094
96 C 8.141 -5.231 -3.902  C97 1.520, H101 1.094, H102 1.093, H103 1.091
97 C 8.095 -3.839 -3.294  C96 1.520, O98 1.421, H104 1.092, H105 1.095
98 O 7.321 -3.763 -2.105  C97 1.421, C99 1.421
99 C 7.747 -4.578 -1.022  O98 1.421, C100 1.519, H106 1.095, H107 1.094
100 C 9.157 -4.270 -0.548  C99 1.519, H108 1.092, H109 1.093, H110 1.093
101 H 7.129 -5.587 -4.119  C96 1.094
102 H 8.718 -5.223 -4.830  C96 1.093
103 H 8.604 -5.955 -3.229  C96 1.091
104 H 7.631 -3.158 -4.011  C97 1.092
105 H 9.105 -3.455 -3.114  C97 1.095
106 H 7.640 -5.637 -1.281  C99 1.095
107 H 7.049 -4.391 -0.200  C99 1.094
108 H 9.899 -4.447 -1.329  C100 1.092
109 H 9.415 -4.898 0.309  C100 1.093
110 H 9.239 -3.221 -0.250  C100 1.093

Values from the calculation:
2S+1: 1
E_tot in eV: -75864.058
Max |F| in eV/A: 5.61
SMILES: N=[PH2]N(C(=O)OB(O)O)P(=O)(O)O.CCOCC.CCOCC.CCOCC.CCOCC.CCOCC.CCOCC
HOMO-LUMO gap in eV: 8.456
M in g/mol: 676.57

---

9 unconnected molecules or ions with the total composition C25H67Cl2O28P6, computed with ωB97M-V/def2-TZVPD.

Each atom is followed by the atoms it is bonded to, with distances in Å.
Cartesian coordinates (Å):
1 C -0.382 0.280 -0.916  C2 1.523, H5 1.083, H6 1.095, H7 1.098
2 C 0.922 0.240 -1.700  C1 1.523, O3 1.247, O4 1.262
3 O 1.376 -0.882 -2.002  C2 1.247
4 O 1.389 1.372 -2.005  C2 1.262
5 H -1.177 0.868 -1.357  C1 1.083
6 H -0.286 0.620 0.121  C1 1.095
7 H -0.827 -0.723 -0.871  C1 1.098
8 C -1.750 -0.497 -4.236  Cl9 1.791, Cl10 1.749, H11 1.084, H12 1.089
9 Cl -2.597 0.885 -3.475  C8 1.791
10 Cl -2.539 -2.022 -3.901  C8 1.749
11 H -1.686 -0.224 -5.283  C8 1.084
12 H -0.744 -0.555 -3.822  C8 1.089
13 C 3.307 -6.736 -3.144  O14 1.425, H21 1.091, H22 1.093, H23 1.088
14 O 3.930 -5.488 -3.428  C13 1.425, P15 1.594
15 P 3.408 -4.183 -2.675  O14 1.594, O16 1.468, O17 1.615, O19 1.586
16 O 3.980 -2.936 -3.197  P15 1.468
17 O 1.804 -4.279 -2.840  P15 1.615, C18 1.413
18 C 1.194 -3.960 -4.075  O17 1.413, H24 1.101, H25 1.089, H26 1.091
19 O 3.650 -4.475 -1.135  P15 1.586, C20 1.427
20 C 3.017 -3.734 -0.094  O19 1.427, H27 1.091, H28 1.087, H29 1.095
21 H 3.061 -6.852 -2.087  C13 1.091
22 H 4.029 -7.537 -3.323  C13 1.093
23 H 2.430 -6.882 -3.771  C13 1.088
24 H 0.380 -4.686 -4.226  C18 1.101
25 H 1.911 -4.085 -4.885  C18 1.089
26 H 0.616 -3.035 -4.047  C18 1.091
27 H 3.815 -3.376 0.559  C20 1.091
28 H 2.295 -4.412 0.353  C20 1.087
29 H 2.523 -2.797 -0.373  C20 1.095
30 C 7.342 2.341 1.072  O31 1.413, H38 1.090, H39 1.092, H40 1.095
31 O 6.496 3.472 1.048  C30 1.413, P32 1.618
32 P 5.132 3.313 0.193  O31 1.618, O33 1.470, O34 1.588, O36 1.596
33 O 5.302 2.557 -1.056  P32 1.470
34 O 4.098 2.779 1.273  P32 1.588, C35 1.420
35 C 2.816 2.264 0.946  O34 1.420, H41 1.101, H42 1.088, H43 1.090
36 O 4.755 4.851 -0.007  P32 1.596, C37 1.432
37 C 3.483 5.132 -0.602  O36 1.432, H44 1.086, H45 1.092, H46 1.093
38 H 8.396 2.568 0.913  C30 1.090
39 H 7.073 1.584 0.331  C30 1.092
40 H 7.277 1.845 2.046  C30 1.095
41 H 2.040 2.736 1.568  C35 1.101
42 H 2.688 1.218 1.218  C35 1.088
43 H 2.489 2.510 -0.065  C35 1.090
44 H 2.682 5.032 0.125  C37 1.086
45 H 3.313 4.610 -1.545  C37 1.092
46 H 3.575 6.167 -0.942  C37 1.093
47 C -0.832 -3.707 -0.470  O48 1.425, H55 1.092, H56 1.093, H57 1.094
48 O -0.415 -4.647 0.517  C47 1.425, P49 1.603
49 P -0.175 -6.173 0.089  O48 1.603, O50 1.457, O51 1.623, O53 1.588
50 O 0.761 -6.434 -0.997  P49 1.457
51 O 0.110 -6.899 1.512  P49 1.623, C52 1.420
52 C 1.257 -7.729 1.624  O51 1.420, H58 1.087, H59 1.090, H60 1.096
53 O -1.612 -6.727 -0.296  P49 1.588, C54 1.434
54 C -2.662 -6.596 0.672  O53 1.434, H61 1.085, H62 1.092, H63 1.094
55 H -1.772 -3.214 -0.213  C47 1.092
56 H -0.977 -4.190 -1.441  C47 1.093
57 H -0.155 -2.876 -0.688  C47 1.094
58 H 2.000 -7.506 0.863  C52 1.087
59 H 1.003 -8.786 1.716  C52 1.090
60 H 1.729 -7.521 2.591  C52 1.096
61 H -2.380 -6.826 1.694  C54 1.085
62 H -3.468 -7.248 0.327  C54 1.092
63 H -3.124 -5.610 0.572  C54 1.094
64 C -2.696 -3.383 4.546  O65 1.432, H72 1.088, H73 1.092, H74 1.085
65 O -2.710 -2.606 3.344  C64 1.432, P66 1.573
66 P -3.915 -1.822 2.706  O65 1.573, O67 1.466, O68 1.607, O70 1.595
67 O -5.200 -2.517 2.833  P66 1.466
68 O -3.847 -0.391 3.434  P66 1.607, C69 1.413
69 C -2.626 0.288 3.644  O68 1.413, H75 1.092, H76 1.093, H77 1.092
70 O -3.453 -1.483 1.218  P66 1.595, C71 1.422
71 C -3.961 -0.387 0.468  O70 1.422, H78 1.090, H79 1.090, H80 1.091
72 H -2.389 -4.382 4.241  C64 1.088
73 H -3.722 -3.464 4.910  C64 1.092
74 H -2.031 -2.915 5.265  C64 1.085
75 H -2.232 0.267 4.662  C69 1.092
76 H -2.794 1.353 3.459  C69 1.093
77 H -1.862 -0.102 2.968  C69 1.092
78 H -3.115 0.141 0.030  C71 1.090
79 H -4.617 0.310 0.989  C71 1.090
80 H -4.536 -0.771 -0.376  C71 1.091
81 C 1.007 2.059 4.418  O82 1.426, H89 1.090, H90 1.091, H91 1.091
82 O 0.740 0.840 3.727  C81 1.426, P83 1.588
83 P 0.817 -0.535 4.517  O82 1.588, O84 1.463, O85 1.576, O87 1.613
84 O -0.035 -0.676 5.698  P83 1.463
85 O 0.565 -1.629 3.411  P83 1.576, C86 1.440
86 C 0.774 -1.443 1.998  O85 1.440, H92 1.086, H93 1.086, H94 1.092
87 O 2.370 -0.665 4.933  P83 1.613, C88 1.413
88 C 2.868 -1.915 5.361  O87 1.413, H95 1.093, H96 1.093, H97 1.087
89 H 1.909 2.523 4.018  C81 1.090
90 H 1.118 1.884 5.489  C81 1.091
91 H 0.190 2.767 4.279  C81 1.091
92 H -0.179 -1.122 1.590  C86 1.086
93 H 1.201 -2.359 1.601  C86 1.086
94 H 1.523 -0.680 1.775  C86 1.092
95 H 2.277 -2.773 5.029  C88 1.093
96 H 2.862 -1.999 6.450  C88 1.093
97 H 3.888 -2.035 5.001  C88 1.087
98 C -3.292 4.486 -3.399  O99 1.413, H106 1.095, H107 1.089, H108 1.091
99 O -2.770 5.194 -4.505  C98 1.413, P100 1.638
100 P -1.309 4.748 -5.096  O99 1.638, O101 1.462, O102 1.592, O104 1.600
101 O -1.298 3.565 -5.954  P100 1.462
102 O -0.451 4.723 -3.756  P100 1.592, C103 1.454
103 C 0.149 3.484 -3.286  O102 1.454, H109 1.085, H110 1.087, H111 1.090
104 O -0.791 6.047 -5.873  P100 1.600, C105 1.420
105 C -0.975 7.334 -5.302  O104 1.420, H112 1.087, H113 1.092, H114 1.092
106 H -3.206 4.978 -2.425  C98 1.095
107 H -2.796 3.526 -3.261  C98 1.089
108 H -4.350 4.344 -3.624  C98 1.091
109 H 1.161 3.350 -3.655  C103 1.085
110 H -0.481 2.622 -3.491  C103 1.087
111 H 0.158 3.566 -2.199  C103 1.090
112 H -0.080 7.946 -5.385  C105 1.087
113 H -1.259 7.251 -4.250  C105 1.092
114 H -1.800 7.887 -5.757  C105 1.092
115 O -3.951 3.862 2.431  C116 1.205
116 C -3.332 4.008 1.407  O115 1.205, O117 1.333, C120 1.507
117 O -3.470 5.077 0.623  C116 1.333, C118 1.435
118 C -4.201 6.211 1.112  O117 1.435, C119 1.495, H121 1.098, H122 1.090
119 C -4.260 7.202 -0.006  C118 1.495, H123 1.096, H124 1.087, H125 1.090
120 C -2.401 2.995 0.792  C116 1.507, H126 1.090, H127 1.086, H128 1.091
121 H -3.674 6.610 1.989  C118 1.098
122 H -5.174 5.939 1.522  C118 1.090
123 H -5.111 6.881 -0.618  C119 1.096
124 H -3.399 7.236 -0.668  C119 1.087
125 H -4.444 8.223 0.330  C119 1.090
126 H -2.677 2.058 1.275  C120 1.090
127 H -1.350 3.244 0.894  C120 1.086
128 H -2.649 2.822 -0.257  C120 1.091

Values from the calculation:
2S+1: 1
E_tot in eV: -165135.117
Max |F| in eV/A: 1.86
Charge: -1
HOMO-LUMO gap in eV: 7.426
M in g/mol: 1072.53

---

> Among the records above, which one has the lowest HOMO-LUMO gap?

C25H67Cl2O28P6

---

> The lowest E_tot belongs to which entry?

C25H67Cl2O28P6